Entry 1:
8
Properties=species:S:1:pos:R:3:forces:R:3:nbo_charge:R:1 method="wB97M-V/def2-TZVPD" total_energy_ha=-430.8851 homo_energy_ev="-9.37 / -8.79" e_above_lowest_kj_mol=388.7 charge=0
C -0.026 -0.717 -0.056 -1.672 -1.015 0.063 0.009
C 0.251 0.655 0.371 -2.614 1.177 1.157 -0.386
N 0.311 -0.971 -1.248 1.361 2.430 0.470 -0.584
I 0.360 1.362 2.380 0.001 -0.671 -0.547 0.152
H -0.673 -1.447 0.548 1.159 1.168 -0.295 0.179
H -1.373 1.784 -0.147 1.812 -1.448 0.399 0.080
H 0.944 1.184 -0.209 0.762 0.567 -0.904 0.199
H 0.206 -1.851 -1.639 -0.809 -2.208 -0.344 0.352

Entry 2:
9
Properties=species:S:1:pos:R:3:forces:R:3:nbo_charge:R:1 method="wB97M-V/def2-TZVPD" total_energy_ha=-506.2515 homo_energy_ev=-9.66 e_above_lowest_kj_mol=59.6 charge=0
H 1.188 2.153 -0.996 -0.385 -0.172 1.041 0.399
N 0.466 1.447 -0.849 0.193 1.177 -1.945 -0.615
C 0.447 0.488 -0.114 0.841 -1.892 0.060 0.266
I 1.806 0.066 1.580 -0.007 0.295 -0.034 -0.073
C -0.423 -0.750 -0.316 -2.164 1.668 0.667 -0.150
O -1.508 -0.615 0.616 -1.286 -0.722 -2.724 -0.697
H 0.084 -1.635 -0.036 0.962 -0.929 -0.386 0.195
H -0.922 -0.761 -1.308 0.798 -0.009 0.528 0.214
H -1.139 -0.393 1.424 1.048 0.583 2.794 0.462

Entry 3:
9
Properties=species:S:1:pos:R:3:forces:R:3:nbo_charge:R:1 method="wB97M-V/def2-TZVPD" total_energy_ha=-506.1159 homo_energy_ev="-9.79 / -9.79" e_above_lowest_kj_mol=415.5 charge=0
C 1.067 0.469 0.007 0.242 -0.151 -0.218 0.150
C 0.275 -0.300 0.968 -2.327 -0.917 -0.869 -0.106
N 0.504 1.514 -0.366 -0.128 0.249 0.510 -0.577
O -0.654 -1.791 -0.670 1.436 1.154 2.244 -0.809
I 3.063 -0.416 -0.431 -1.052 0.709 0.178 0.044
H -0.778 0.111 1.062 1.538 -0.805 -0.102 0.247
H 0.768 -0.647 1.905 -0.402 -0.468 -1.130 0.221
H 0.880 2.338 -0.806 0.741 -0.416 -0.581 0.392
H -0.393 -2.691 -0.383 -0.048 0.644 -0.032 0.439